# C4H5NO2

One molecule with the formula C4H5NO2 (ωB97M-V/def2-TZVPD, the Open Molecules 2025 dataset).

Geometry as XYZ:
```
12
Properties=species:S:1:pos:R:3:forces:R:3
N 0.605093 -0.667337 2.095787 0.08 0.35 0.05
C 0.001584 0.091764 1.062202 0.25 0.12 -1.07
C 0.501679 0.752464 -0.077124 0.35 -0.35 0.71
C -0.309979 0.284896 -1.151829 -0.57 0.18 0.50
O -0.069012 0.195185 -2.488896 -0.12 0.97 0.07
C -1.413275 -0.249246 -0.563949 -0.41 -0.37 -0.57
O -1.198528 -0.444355 0.765226 0.02 0.35 0.00
H 0.855459 -1.523523 1.593825 0.04 -0.01 0.57
H 1.467586 -0.285878 2.465548 -0.14 0.26 -0.14
H 1.160091 1.618937 -0.098103 0.62 -0.88 -0.07
H 0.823757 0.500360 -2.681573 -0.07 0.10 0.06
H -2.424456 -0.273266 -0.921113 -0.06 -0.69 -0.10
```
Forces are in eV/Å.

The value obtained for the relative energy (zero: lowest compared OMol25 entry of this formula, charge and spin) is 260.2 kJ/mol. The SMILES is Nc1cc(O)co1. The molecular weight is 99.09 g mol⁻¹. Its largest force on an atom is 1.11 eV/Å. The value obtained for the HOMO-LUMO gap is 8.4006 eV. The total energy is -360.570296 hartree. Its highest occupied orbital energy is -7.74 eV.